1.
This record from the Open Molecules 2025 dataset describes a structure of composition C73H61CoN2O5P3SSi. The level of theory is ωB97M-V with the def2-TZVPD basis set.

ORCA input file:
```
! RIJCOSX wB97M-V def2-TZVPD def2/J DEFGRID3
* xyz 0 2
Co -0.25 -0.21 -0.19
C 5.72 -0.67 2.77
C 4.93 -0.34 3.87
C 3.57 -0.12 3.72
C 2.98 -0.23 2.46
C 3.78 -0.52 1.36
C 5.14 -0.75 1.51
P 1.17 -0.05 2.21
C 0.61 -0.76 3.83
C -0.37 -0.18 4.62
C -0.78 -0.77 5.81
C -0.21 -1.96 6.23
C 0.78 -2.55 5.45
C 1.18 -1.97 4.26
C 0.88 1.72 2.52
C 1.86 2.61 2.92
C 1.56 3.95 3.13
C 0.26 4.40 2.93
C -0.72 3.52 2.49
C -0.43 2.17 2.27
Si -1.54 1.00 1.28
C -2.63 -0.28 2.18
C -3.53 0.10 3.18
C -4.44 -0.80 3.71
C -4.49 -2.10 3.22
C -3.60 -2.49 2.24
C -2.66 -1.60 1.72
P -1.35 -2.10 0.53
C -2.17 -3.32 -0.58
C -3.55 -3.32 -0.82
C -4.11 -4.25 -1.68
C -3.32 -5.18 -2.33
C -1.94 -5.16 -2.12
C -1.38 -4.24 -1.26
C -0.31 -3.28 1.48
C -0.73 -4.02 2.58
C 0.10 -4.98 3.14
C 1.37 -5.19 2.64
C 1.82 -4.43 1.57
C 0.99 -3.48 1.00
C -2.78 2.14 0.39
C -3.65 3.04 1.02
C -4.40 3.94 0.29
C -4.29 3.98 -1.09
C -3.47 3.08 -1.74
C -2.74 2.15 -1.01
P -1.80 0.76 -1.77
C -3.22 -0.27 -2.32
C -3.06 -1.14 -3.39
C -4.13 -1.87 -3.87
C -5.38 -1.74 -3.28
C -5.54 -0.90 -2.19
C -4.47 -0.18 -1.70
C -1.22 1.47 -3.35
C 0.11 1.86 -3.41
C 0.63 2.45 -4.55
C -0.18 2.66 -5.66
C -1.51 2.27 -5.61
C -2.03 1.68 -4.47
H 6.77 -0.86 2.90
H 5.38 -0.25 4.85
H 2.97 0.12 4.58
H 3.34 -0.51 0.38
H 5.74 -1.00 0.64
H -0.81 0.77 4.33
H -1.55 -0.30 6.41
H -0.52 -2.42 7.16
H 1.24 -3.48 5.77
H 1.94 -2.44 3.66
H 2.88 2.27 3.06
H 2.33 4.64 3.43
H 0.02 5.44 3.08
H -1.71 3.90 2.29
H -3.51 1.12 3.56
H -5.13 -0.49 4.49
H -5.22 -2.80 3.60
H -3.63 -3.51 1.86
H -4.18 -2.59 -0.34
H -5.18 -4.24 -1.85
H -3.76 -5.91 -2.99
H -1.31 -5.88 -2.63
H -0.31 -4.24 -1.12
H -1.71 -3.86 3.01
H -0.26 -5.55 3.99
H 2.02 -5.94 3.09
H 2.82 -4.57 1.18
H 1.34 -2.88 0.17
H -3.73 3.03 2.11
H -5.06 4.63 0.80
H -4.86 4.70 -1.66
H -3.40 3.10 -2.82
H -2.09 -1.24 -3.86
H -4.00 -2.54 -4.71
H -6.23 -2.30 -3.67
H -6.52 -0.81 -1.72
H -4.60 0.48 -0.85
H 0.75 1.68 -2.55
H 1.67 2.77 -4.57
H 0.23 3.11 -6.55
H -2.15 2.43 -6.47
H -3.07 1.38 -4.46
C 4.77 1.60 -5.88
C 3.64 0.61 -5.64
C 3.41 0.40 -4.15
N 2.20 -0.40 -3.93
C 1.90 -1.14 -2.88
S 0.30 -1.52 -2.50
N 2.92 -1.65 -2.09
C 4.16 -2.17 -2.42
O 4.99 -2.33 -1.56
C 4.38 -2.60 -3.83
C 3.37 -3.21 -4.57
C 3.62 -3.64 -5.87
C 4.87 -3.45 -6.43
C 5.89 -2.86 -5.69
C 5.65 -2.45 -4.39
H 4.93 1.76 -6.95
H 5.70 1.24 -5.45
H 4.55 2.57 -5.42
H 3.88 -0.35 -6.11
H 2.72 0.98 -6.09
H 3.31 1.35 -3.62
H 4.27 -0.11 -3.71
H 1.38 -0.07 -4.42
H 2.71 -1.64 -1.10
H 2.39 -3.37 -4.13
H 2.83 -4.12 -6.43
H 5.06 -3.77 -7.45
H 6.87 -2.72 -6.13
H 6.43 -2.00 -3.79
O 3.45 1.30 -1.29
C 2.34 1.65 -0.89
O 1.44 0.84 -0.48
C 1.98 3.12 -0.95
C 2.99 4.06 -1.05
C 2.71 5.43 -1.12
C 1.38 5.79 -1.10
O 0.83 7.05 -1.15
C -0.58 6.87 -1.14
O -0.85 5.48 -1.03
C 0.37 4.85 -1.03
C 0.64 3.51 -0.95
H 4.01 3.72 -1.06
H 3.49 6.18 -1.19
H -1.00 7.25 -2.07
H -1.01 7.40 -0.29
H -0.16 2.78 -0.90
*
```

HOMO-LUMO gap (spin up / spin down), eV: 6.81 / 7.62
Strongest force on any atom, Eh/bohr: 0.0171
E_LUMO (spin up / spin down), eV: -0.1 / 0.2
Expectation value of S²: 0.942

2.
This record from the Open Molecules 2025 dataset describes a cluster of 17 separate species, C74H147F12N5O32 in total in a non-equilibrium geometry. The level of theory is ωB97M-V with the def2-TZVPD basis set.

ORCA input file:
```
! RIJCOSX wB97M-V def2-TZVPD def2/J DEFGRID3
* xyz 0 1
C -0.59 22.42 17.68
C 0.38 21.35 17.63
N 1.17 20.50 17.68
H -0.89 22.63 18.71
H -1.40 22.20 17.00
H -0.13 23.34 17.31
C -3.83 21.08 22.43
C -2.80 21.63 23.35
N -2.00 22.07 24.08
H -3.64 21.55 21.47
H -4.85 21.34 22.74
H -3.71 20.01 22.29
C -5.96 16.74 18.72
C -5.60 17.03 17.33
N -5.30 17.23 16.23
H -5.81 17.65 19.31
H -5.33 15.88 18.97
H -7.02 16.57 18.86
C -7.48 19.52 23.43
C -6.64 18.71 22.59
N -5.91 18.08 21.92
H -6.89 20.44 23.44
H -7.45 19.07 24.42
H -8.53 19.63 23.16
C -4.04 26.90 21.66
C -4.09 25.49 21.34
N -4.18 24.36 21.14
H -3.24 27.10 22.38
H -5.00 27.20 22.07
H -3.95 27.46 20.73
C -5.01 30.48 19.58
O -5.88 29.34 19.54
C -7.29 29.69 19.58
C -8.21 28.42 19.47
O -7.77 27.79 18.24
C -8.30 26.45 18.05
C -8.21 25.83 16.65
O -6.90 25.71 16.17
C -6.10 24.56 16.57
H -5.35 31.32 18.97
H -4.03 30.14 19.26
H -4.89 30.88 20.59
H -7.42 30.37 18.73
H -7.51 30.21 20.51
H -9.29 28.57 19.50
H -8.04 27.82 20.37
H -9.38 26.53 18.15
H -8.00 25.75 18.82
H -8.77 26.42 15.93
H -8.76 24.89 16.61
H -6.49 23.56 16.37
H -5.80 24.57 17.62
H -5.21 24.56 15.94
C -8.72 25.45 26.94
O -8.01 24.33 26.34
C -7.95 24.47 24.93
C -7.47 23.17 24.22
O -6.17 22.67 24.63
C -6.08 22.23 26.03
C -4.92 21.27 26.13
O -5.10 20.14 25.24
C -4.17 19.04 25.48
H -9.56 25.84 26.36
H -8.01 26.15 27.37
H -9.27 25.13 27.82
H -7.24 25.26 24.72
H -8.85 24.79 24.39
H -7.32 23.56 23.22
H -8.27 22.43 24.27
H -6.99 21.69 26.30
H -5.96 23.05 26.73
H -4.83 20.91 27.15
H -3.97 21.74 25.84
H -4.46 18.20 24.84
H -4.06 18.76 26.52
H -3.19 19.43 25.23
C -10.56 24.22 14.06
O -9.63 23.12 14.30
C -8.69 22.85 13.26
C -9.23 21.93 12.09
O -8.26 21.98 11.09
C -8.63 21.17 9.94
C -7.58 21.33 8.82
O -6.32 20.86 9.28
C -6.08 19.47 9.38
H -11.32 24.33 14.83
H -11.01 24.09 13.07
H -10.12 25.22 14.02
H -7.76 22.44 13.67
H -8.41 23.80 12.80
H -10.17 22.27 11.65
H -9.34 20.90 12.44
H -9.64 21.31 9.54
H -8.71 20.15 10.31
H -7.36 22.37 8.58
H -7.88 20.85 7.89
H -6.90 18.88 9.79
H -5.13 19.30 9.87
H -5.98 19.10 8.36
C -9.19 16.87 16.36
O -9.99 17.76 17.09
C -11.44 17.61 17.01
C -12.14 18.75 17.77
O -11.96 18.70 19.16
C -12.24 19.80 19.96
C -13.53 20.61 19.75
O -14.58 19.70 19.95
C -15.83 20.36 19.83
H -8.88 17.36 15.45
H -9.68 15.92 16.11
H -8.37 16.55 17.00
H -11.78 16.67 17.43
H -11.76 17.60 15.97
H -13.18 18.70 17.48
H -11.77 19.67 17.33
H -11.35 20.42 19.88
H -12.23 19.50 21.01
H -13.54 20.81 18.68
H -13.56 21.58 20.24
H -16.13 20.61 18.81
H -16.10 21.17 20.51
H -16.65 19.70 20.14
C -4.22 25.49 25.21
O -3.90 26.05 26.45
C -4.93 26.83 27.06
C -5.04 28.31 26.54
O -5.37 28.38 25.12
C -5.61 29.73 24.68
C -6.25 29.77 23.29
O -7.51 29.17 23.02
C -7.63 27.79 23.29
H -3.46 24.74 25.01
H -4.17 26.21 24.39
H -5.21 25.03 25.23
H -4.76 26.73 28.13
H -5.87 26.29 26.92
H -4.14 28.89 26.70
H -5.80 28.80 27.15
H -4.66 30.23 24.52
H -6.26 30.28 25.36
H -5.55 29.30 22.61
H -6.21 30.77 22.85
H -7.23 27.39 24.22
H -7.25 27.17 22.48
H -8.71 27.62 23.28
C -12.94 15.38 11.17
O -13.28 16.37 12.14
C -12.37 16.65 13.30
C -11.00 17.27 12.84
O -10.30 16.19 12.11
C -9.18 16.72 11.33
C -7.97 17.20 12.17
O -8.15 18.50 12.73
C -7.00 19.11 13.21
H -12.00 15.72 10.74
H -13.70 15.42 10.40
H -12.90 14.36 11.57
H -12.19 15.70 13.81
H -12.84 17.45 13.87
H -10.46 17.67 13.69
H -11.23 18.11 12.18
H -9.56 17.59 10.80
H -8.86 15.87 10.72
H -7.02 17.16 11.64
H -7.88 16.50 13.00
H -6.36 19.46 12.39
H -6.42 18.70 14.04
H -7.39 20.02 13.64
C -19.52 17.64 14.72
O -18.46 18.43 14.26
C -17.50 18.79 15.35
C -16.15 19.31 14.81
O -16.45 20.54 14.09
C -15.60 20.86 12.99
C -14.23 21.35 13.49
O -13.39 20.26 13.85
C -12.08 20.59 14.10
H -19.22 16.74 15.24
H -20.20 17.46 13.88
H -20.02 18.27 15.46
H -17.30 17.83 15.82
H -18.04 19.44 16.03
H -15.67 18.57 14.17
H -15.46 19.61 15.61
H -16.04 21.61 12.33
H -15.60 19.91 12.46
H -14.33 22.06 14.31
H -13.84 22.02 12.72
H -11.60 19.67 14.45
H -12.02 21.18 15.01
H -11.66 20.99 13.18
C -0.73 20.18 21.24
O -1.74 20.61 20.40
C -2.42 19.59 19.66
C -3.58 20.06 18.82
O -3.24 20.33 17.47
C -4.19 21.12 16.76
C -3.82 21.64 15.34
O -4.92 21.62 14.52
C -4.71 22.34 13.30
H -1.09 19.34 21.84
H -0.45 20.91 22.00
H 0.19 19.88 20.75
H -2.84 18.82 20.31
H -1.61 19.15 19.07
H -3.92 20.98 19.32
H -4.35 19.29 18.76
H -4.33 21.96 17.44
H -5.12 20.55 16.82
H -3.00 21.18 14.80
H -3.58 22.70 15.46
H -3.82 22.01 12.77
H -4.54 23.41 13.46
H -5.55 22.20 12.61
C -9.83 25.33 21.37
C -11.08 25.23 22.22
O -11.44 23.90 22.58
C -12.24 23.74 23.66
O -12.77 24.66 24.25
C -12.39 22.26 24.10
F -13.66 21.99 24.41
F -11.83 21.44 23.16
F -11.74 22.02 25.22
H -9.64 26.36 21.07
H -9.92 24.67 20.50
H -8.91 25.04 21.87
H -11.87 25.70 21.62
H -10.93 25.90 23.08
C -10.05 16.48 20.29
C -10.38 15.14 19.58
O -9.22 14.73 18.89
C -9.21 13.64 18.01
O -10.21 13.11 17.53
C -7.83 13.29 17.52
F -7.59 13.86 16.37
F -6.87 13.73 18.36
F -7.72 11.98 17.49
H -9.27 16.47 21.06
H -10.98 16.74 20.78
H -9.89 17.35 19.65
H -11.24 15.16 18.91
H -10.54 14.46 20.41
C -11.70 27.82 15.79
C -12.95 27.18 16.47
O -12.69 25.83 16.72
C -12.19 25.41 17.91
O -12.02 26.20 18.89
C -11.92 23.87 18.03
F -12.35 23.37 19.23
F -12.54 23.15 17.06
F -10.61 23.64 17.97
H -11.89 28.84 15.47
H -11.26 27.18 15.02
H -10.88 28.12 16.45
H -13.85 27.22 15.86
H -13.36 27.63 17.38
C -8.39 20.22 16.32
C -8.98 20.58 17.64
O -7.93 21.06 18.43
C -8.20 21.90 19.49
O -9.27 22.09 20.01
C -6.88 22.56 20.06
F -7.14 23.83 20.37
F -6.49 21.89 21.14
F -5.87 22.59 19.21
H -7.66 19.46 16.61
H -7.91 21.09 15.86
H -9.11 19.77 15.65
H -9.43 19.70 18.10
H -9.72 21.36 17.50
*
```

HOMO-LUMO gap, eV: 9.16
Strongest force on any atom, Eh/bohr: 0.1060
E_LUMO, eV: -0.1